Here is a molecular structure, C42H50N6PtS3Si4 at a distorted geometry from the Open Molecules 2025 dataset. Energies are from ωB97M-V/def2-TZVPD.

Its spin multiplicity is 1. The calculation puts the frontier orbital gap at 0.2304 Eh. As for the charge: 0. The calculation puts the total energy at -4430.96851 Ha.

Element x y z (Å)
Si (-0.462920, 2.398503, 2.494390)
H (1.051671, -4.211140, -3.851558)
H (-5.287185, 0.223946, 1.585914)
H (1.320759, 0.720392, 3.051140)
H (-1.189420, 2.372735, 4.858547)
C (-0.554880, -2.356601, 5.123139)
C (-2.088418, -0.518457, -6.352514)
C (-3.343159, -0.836710, -6.930801)
H (2.811993, -2.174815, 4.946800)
C (-1.001074, 4.736495, -0.997269)
H (1.588734, 2.258869, 3.876901)
C (0.734727, -2.584581, 4.660633)
H (-3.069116, -5.157858, -3.195373)
H (0.000905, 1.777246, -3.347785)
H (-0.659134, 5.238680, -0.096196)
H (-3.961145, 3.595655, 1.321344)
C (6.636444, 0.704066, 1.282628)
H (-1.276999, 4.750258, 2.083150)
H (-1.774914, -1.367887, 6.574955)
H (6.941365, 1.212335, 0.379770)
C (5.451724, 0.032434, 1.399552)
H (-5.370259, 2.978137, 0.450732)
S (-3.423579, -1.714558, -4.537112)
H (-0.552396, 3.427211, -3.627471)
C (-0.761327, -1.557461, 6.243904)
H (2.839542, -0.711492, 1.775818)
H (-1.704329, 2.188177, -3.133851)
C (1.809192, -1.998589, 5.315336)
C (-4.070271, 0.541779, -1.277806)
H (-5.161517, 0.566064, -1.334961)
C (3.098725, -0.520483, 0.738016)
H (-2.588129, 2.467747, 3.780229)
C (1.609576, -1.200425, 6.430780)
H (-2.013234, -0.760841, -2.339444)
C (0.250027, -3.624439, -1.955205)
H (-5.167423, -1.835452, -6.225726)
S (-0.799132, -1.094693, 2.367151)
C (-1.614855, 1.994642, 3.924637)
C (-4.163580, -1.482536, -6.057540)
H (1.972920, 2.036340, -1.012311)
C (1.269360, 1.804922, 2.934581)
C (3.643028, -0.128171, -1.906324)
H (-3.991972, 0.702150, 2.694318)
C (-1.020321, -0.700923, -2.763342)
C (0.317610, -0.988320, 6.897604)
H (5.676642, 0.222456, -1.306478)
H (-3.772424, -0.693096, 1.650782)
C (-0.359463, 4.283039, 2.439924)
N (-1.285765, -3.527545, 1.080546)
H (0.148805, -0.361399, 7.763343)
N (2.126609, -0.648697, -0.124914)
H (0.900706, -3.208180, 3.793203)
H (1.168426, -3.177802, -1.592029)
H (-2.092070, 4.730619, -0.984386)
Si (-1.137965, 1.479184, 0.408700)
C (1.510663, -0.434435, -3.727169)
N (-0.793646, -2.940938, 0.103805)
H (2.034337, 3.586556, -1.861581)
S (5.272942, -0.607997, 2.989324)
C (1.568469, 3.050449, -1.030379)
H (1.979541, 2.101581, 2.157150)
C (-4.280799, 3.063969, 0.422068)
H (1.871029, 3.538739, -0.102206)
C (-2.137015, -4.737152, -2.842105)
C (6.783266, 0.015627, 3.480089)
C (4.413912, -0.150971, 0.382034)
N (-1.707156, -2.919590, 4.509686)
C (-0.872660, -3.624315, -1.140812)
Si (-0.311123, 2.994616, -1.193506)
H (-1.308740, 0.022808, -6.868744)
N (-0.035508, -0.563784, -1.892300)
C (-2.069605, -4.182947, -1.573987)
H (-4.016283, 3.680971, -0.438373)
C (-1.272840, -2.782188, 2.294302)
H (3.025802, -0.166192, -5.256262)
C (-0.833907, -0.761366, -4.154208)
H (-0.686192, 5.332338, -1.858582)
H (4.870248, 0.174342, -3.676705)
Pt (-0.497184, -0.701284, 0.150975)
C (0.450026, -0.608871, -4.622922)
H (-0.157363, 4.664998, 3.444369)
H (7.132661, -0.147469, 4.485686)
Si (-3.485672, 1.354592, 0.322078)
C (-1.979395, -0.928400, -5.053470)
H (8.363267, 1.173652, 2.581102)
H (-1.076736, -5.169031, -4.657374)
H (-2.206219, -3.519398, 5.147974)
H (-1.768594, 0.921976, 4.027607)
H (0.651033, -0.627029, -5.687197)
H (-3.623754, -0.587802, -7.942847)
H (-3.676365, 0.997636, -2.188877)
C (-4.202650, 0.306972, 1.702100)
H (0.460668, 4.598821, 1.793750)
H (-3.760523, -0.506976, -1.255074)
C (4.672278, 0.007380, -0.963108)
C (1.244983, -0.468832, -2.349808)
C (2.355431, -0.408900, -1.424272)
C (7.402662, 0.693501, 2.475385)
H (2.451155, -0.742075, 6.931885)
C (2.854445, -0.208764, -4.187940)
C (-1.017719, -4.742949, -3.664867)
N (-1.674682, -3.513126, 3.278517)
H (-2.928876, -4.155295, -0.917888)
C (3.867359, -0.025035, -3.320282)
C (0.177666, -4.197699, -3.213160)
C (-0.683746, 2.548368, -2.991907)

Cartesian forces, eV/Å:
-0.07 0.05 -0.05
0.02 0.01 0.01
0.00 0.02 -0.01
-0.05 0.00 0.00
0.01 0.03 0.00
-0.06 0.09 0.01
-0.01 0.03 -0.02
0.02 0.00 0.02
0.02 0.01 0.00
0.01 0.01 -0.07
0.02 0.02 0.01
0.07 0.03 0.02
-0.01 0.00 0.01
-0.02 0.03 -0.05
0.01 0.01 0.05
0.00 0.00 0.01
0.00 0.01 -0.01
-0.05 0.00 -0.02
0.00 0.01 0.01
0.01 0.01 -0.02
-0.05 -0.02 0.06
-0.02 0.01 0.01
0.04 0.05 -0.05
0.04 0.04 0.01
0.06 0.02 -0.01
-0.01 0.00 0.01
-0.04 0.00 -0.01
-0.03 -0.02 0.00
0.05 -0.07 0.02
-0.02 -0.01 -0.01
0.06 0.04 0.01
-0.05 0.02 0.01
-0.02 0.02 0.02
0.01 0.05 -0.02
0.08 0.00 0.04
-0.02 0.00 -0.01
-0.15 -0.11 -0.17
-0.03 -0.04 -0.03
-0.01 -0.02 0.03
0.02 0.05 0.01
0.07 -0.01 -0.03
0.00 -0.03 0.04
0.03 0.05 0.05
0.05 -0.05 -0.01
0.03 -0.02 -0.02
0.01 0.01 -0.01
0.00 -0.10 0.06
0.07 -0.07 0.02
0.05 0.15 -0.05
0.00 0.00 0.01
0.04 0.02 -0.04
-0.03 -0.01 0.00
-0.02 -0.01 0.01
-0.01 0.00 0.00
-0.18 0.53 0.22
0.06 0.03 0.04
0.09 0.37 0.32
0.00 0.03 -0.01
0.02 0.00 -0.01
0.01 0.03 -0.02
0.03 -0.02 0.00
0.01 -0.02 -0.01
0.00 0.01 0.05
0.03 -0.02 -0.06
0.00 0.00 -0.01
0.01 0.01 -0.08
-0.04 -0.12 0.02
-0.14 -0.18 -0.14
-0.05 0.01 0.04
0.01 0.01 -0.01
0.12 0.09 -0.07
0.09 0.07 0.09
-0.01 0.01 -0.02
0.04 -0.15 -0.02
-0.01 0.01 0.00
0.00 -0.01 0.01
0.01 0.04 0.00
0.01 0.01 0.01
-0.02 -1.07 -0.01
-0.06 -0.03 -0.03
0.01 -0.01 0.02
0.01 0.00 0.02
0.03 0.33 0.02
-0.02 -0.06 0.09
0.02 0.01 0.01
-0.01 -0.01 -0.01
-0.03 -0.05 -0.02
-0.03 -0.04 0.04
0.02 0.00 -0.01
-0.01 0.00 -0.01
0.02 0.05 0.02
0.03 -0.08 -0.06
0.02 0.08 -0.04
-0.07 -0.04 -0.04
0.00 -0.02 0.00
-0.16 -0.06 -0.03
0.04 -0.04 -0.02
-0.03 -0.02 0.00
0.02 0.01 0.01
-0.03 0.00 -0.02
-0.01 0.00 0.07
0.03 0.19 -0.10
-0.03 -0.01 0.00
0.01 -0.01 0.01
-0.01 -0.03 -0.09
0.01 -0.11 0.02